(1)
This record from the OMol25 dataset describes a molecular structure, C19H27N6OPd. The level of theory is ωB97M-V with the def2-TZVPD basis set.

Geometry as XYZ:
```
54
Properties=species:S:1:pos:R:3:forces:R:3
Pd -0.0381 -1.0117 -0.5133 0.0 0.1 -0.1
C 0.3012 -1.2433 2.7915 0.0 0.1 -0.1
N -0.1250 -1.8637 1.5289 0.0 -0.1 0.1
C -0.4650 -3.1089 1.5538 0.0 0.0 0.0
C -0.8202 -3.7503 0.3243 0.0 0.0 -0.1
C -1.2738 -5.0576 0.0469 0.0 0.0 0.0
C -1.4703 -5.1014 -1.3059 0.0 0.0 0.0
C -1.1098 -3.7787 -1.8263 0.0 0.1 0.0
N -0.7304 -2.9931 -0.8545 0.0 0.0 0.0
C -0.8111 -0.7290 3.6618 0.0 0.0 -0.1
C -1.9848 -0.1523 3.0919 0.0 0.0 0.0
C -2.9515 0.3571 3.9021 0.0 0.0 -0.1
C -2.7745 0.3126 5.3139 0.0 0.0 0.1
C -1.6069 -0.2627 5.8901 0.0 0.0 0.0
C -0.6395 -0.7655 5.0746 0.1 0.0 0.1
H 0.9223 -0.3714 2.5456 0.0 0.0 0.0
H 0.9396 -1.9287 3.3529 0.0 0.0 0.0
H -0.4742 -3.6880 2.4762 0.0 0.0 0.0
H -1.4339 -5.8474 0.7634 0.0 0.0 0.0
H -1.8192 -5.9263 -1.9079 0.0 0.0 0.0
H -1.1394 -3.4603 -2.8592 0.0 0.0 0.0
H -2.0894 -0.1120 2.0155 0.0 0.0 0.0
H -3.8468 0.8089 3.4970 0.0 0.0 0.0
H -3.5338 0.7320 5.9636 0.0 0.0 0.0
H -1.5105 -0.2901 6.9675 0.0 0.0 0.0
H 0.2604 -1.2020 5.4897 0.0 0.0 0.0
C 0.4291 5.3315 -1.5564 0.0 0.0 0.0
C 0.0701 4.9021 -2.9732 0.0 0.0 -0.1
C 1.2633 4.2988 -3.7065 0.0 0.0 0.0
C -1.1457 3.9746 -3.0099 0.0 -0.1 0.0
N -0.8670 2.6508 -2.4029 0.0 -0.1 0.0
C -0.4098 1.5373 -2.9859 0.0 0.1 0.0
N -0.2777 0.6256 -2.0481 -0.1 -0.1 0.2
N -0.6684 1.2206 -0.8960 0.1 0.0 -0.1
N -1.0163 2.4317 -1.0999 -0.1 0.0 0.0
H 1.2483 6.0484 -1.5828 0.0 0.0 0.0
H 0.7610 4.4815 -0.9544 0.0 0.0 0.0
H -0.4121 5.8060 -1.0508 0.0 0.0 0.0
H -0.2665 5.7811 -3.5309 0.0 0.0 0.0
H 1.6817 3.4501 -3.1556 0.0 0.0 0.0
H 2.0589 5.0360 -3.7980 0.0 0.0 0.0
H 1.0076 3.9745 -4.7178 0.0 0.0 0.0
H -1.4567 3.7666 -4.0331 0.0 0.0 0.0
H -1.9941 4.3740 -2.4579 0.0 0.0 0.0
H -0.2009 1.4329 -4.0374 0.0 0.0 0.0
C 4.2599 -2.4270 -0.8420 0.0 0.0 0.0
C 2.8097 -2.5681 -0.4644 -0.1 0.0 0.0
O 2.0741 -1.3457 -0.8240 0.0 0.0 0.0
H 4.7972 -3.3260 -0.5385 0.0 0.0 0.0
H 4.7185 -1.5736 -0.3450 0.0 0.0 0.0
H 4.3839 -2.3297 -1.9221 0.0 0.0 0.0
H 2.6740 -2.6589 0.6121 0.0 0.0 0.0
H 2.3310 -3.4098 -0.9667 0.0 0.0 0.0
H 2.3717 -1.0512 -1.6960 0.0 0.0 0.0
```
Positions in Å, forces in eV/Å.

Results
Net charge = +3
Multiplicity = 5
Calculated total energy = -34577.37806 eV
Largest force on an atom = 0.23 eV/A
Expectation value of S² = 6.061
Gap between HOMO and LUMO (spin up / spin down) = 9.16 / 5.66 eV
LUMO energy (spin up / spin down) = -9.3 / -12.9 eV

---

(2)
This record from the OMol25 dataset describes a molecular structure, C29H41BN8Os at a distorted geometry. The level of theory is ωB97M-V with the def2-TZVPD basis set.

Geometry as XYZ:
```
80
Properties=species:S:1:pos:R:3:forces:R:3
Os 0.1053 -0.4629 -0.1344 0.6 1.1 -0.1
C -0.2751 -0.3142 2.0088 0.1 -0.2 1.0
C 1.1023 -0.7349 1.8265 -0.2 0.1 0.1
C 1.8859 0.4907 1.4427 0.1 -0.7 0.0
C 0.9889 1.5347 1.5585 -0.5 0.0 -0.1
C -0.3581 1.0840 1.9317 0.2 0.1 -0.4
C -1.5022 1.9294 2.3359 -0.2 0.1 -0.1
C -1.4797 3.3385 1.7312 0.1 -0.1 0.0
C -2.8458 1.2467 2.0506 0.1 -0.1 0.0
C -1.2878 2.0474 3.8806 0.1 -0.1 0.0
C 3.3496 0.7584 1.1192 0.1 0.0 -0.1
C 3.4541 1.9840 0.1883 -0.1 0.0 0.0
C 4.0438 1.1108 2.4554 0.0 0.0 0.0
C 4.0692 -0.3963 0.4182 -0.1 0.0 0.0
C 1.5042 -2.1512 2.1953 0.1 -0.2 0.0
C 1.7968 -2.9483 0.9095 0.0 0.1 0.0
C 2.7036 -2.1331 3.1581 0.0 0.0 -0.1
C 0.3552 -2.8858 2.9107 0.0 0.1 0.0
H -1.0221 -0.9019 2.5142 0.0 -0.1 -0.2
H 1.2615 2.5758 1.4702 -0.1 0.0 -0.1
H -1.5807 3.3153 0.6478 0.0 0.0 0.0
H -0.5795 3.8955 2.0001 0.0 0.0 0.0
H -2.3274 3.8968 2.1248 0.0 0.0 0.0
H -2.9527 1.0225 0.9867 0.0 0.0 0.0
H -3.6518 1.9213 2.3335 0.0 0.0 0.0
H -2.9766 0.3276 2.6249 0.0 0.0 0.0
H -0.3454 2.5388 4.1274 0.0 0.0 0.0
H -1.3227 1.0745 4.3720 0.0 0.0 0.0
H -2.1026 2.6617 4.2643 0.0 0.0 0.0
H 3.1528 2.9151 0.6717 0.0 0.0 0.0
H 2.8764 1.8480 -0.7300 0.1 0.0 0.0
H 4.4955 2.1137 -0.0991 0.0 0.0 0.0
H 3.5877 1.9881 2.9179 0.0 0.0 0.0
H 5.0876 1.3449 2.2452 0.0 0.0 0.0
H 4.0192 0.2944 3.1744 0.0 0.0 0.0
H 3.5413 -0.6937 -0.4930 0.0 0.0 0.0
H 4.2144 -1.2663 1.0513 0.0 0.0 -0.1
H 5.0604 -0.0604 0.1187 0.0 0.0 0.0
H 2.6652 -2.5888 0.3673 0.0 0.0 0.0
H 0.9218 -2.9583 0.2340 0.0 0.0 0.0
H 1.9671 -3.9922 1.1773 0.0 0.0 0.0
H 3.6156 -1.7638 2.7016 0.0 0.0 0.1
H 2.8907 -3.1570 3.4816 0.0 0.0 0.0
H 2.4892 -1.5347 4.0449 0.0 0.0 0.0
H -0.5239 -3.0118 2.2752 0.0 0.0 0.0
H 0.0679 -2.3986 3.8436 0.0 0.0 0.0
H 0.7011 -3.8857 3.1658 0.0 0.0 0.0
C -0.4907 3.2029 -2.1474 0.1 0.0 0.0
C 0.1117 2.4932 -1.1324 -0.1 0.0 -0.2
N -0.2694 1.1974 -1.1965 -0.1 0.5 0.0
N -1.0865 1.0719 -2.2768 0.0 0.0 0.3
C -1.2405 2.2697 -2.8442 0.0 0.0 -0.2
B -1.6228 -0.3034 -2.7739 -0.3 -0.2 -0.1
N -0.3556 -1.1968 -2.9661 0.1 0.1 0.0
C 0.1043 -1.9756 -3.9411 0.0 -0.1 0.0
C 1.3487 -2.4963 -3.5765 0.0 0.0 0.0
C 1.5918 -1.9961 -2.3259 0.0 0.0 -0.1
N 0.5523 -1.1989 -1.9445 0.1 -0.2 0.1
N -2.3883 -0.9595 -1.5719 0.1 0.0 0.0
C -3.6149 -1.4683 -1.4776 -0.1 -0.1 0.0
C -3.7656 -2.0728 -0.2306 0.0 0.0 0.0
C -2.5663 -1.8865 0.4094 0.0 0.0 -0.1
N -1.7209 -1.2112 -0.4108 -0.2 -0.2 0.1
N -2.4879 -0.1140 -3.9533 -0.1 -0.2 0.0
C -2.3546 -0.2734 -5.3118 0.1 0.1 0.1
C -3.4853 0.2002 -5.9000 -0.1 0.2 0.0
C -4.2800 0.6668 -4.8279 -0.1 -0.1 0.0
N -3.6953 0.4733 -3.6647 0.1 0.1 -0.1
H -0.3824 4.2520 -2.3647 0.0 0.0 0.0
H 0.8121 2.8395 -0.4021 0.0 0.0 0.0
H -1.8587 2.3861 -3.7206 0.0 0.0 0.0
H -0.4674 -2.1563 -4.8350 0.0 0.0 0.0
H 1.9773 -3.1492 -4.1582 0.0 0.0 0.0
H 2.4424 -2.1510 -1.6855 0.0 0.0 0.0
H -4.3132 -1.3738 -2.2927 0.0 0.0 0.0
H -4.6354 -2.5857 0.1430 0.0 0.0 0.0
H -2.2662 -2.2167 1.3876 0.0 0.0 0.0
H -1.4691 -0.6576 -5.7863 0.0 0.0 0.1
H -3.7047 0.2524 -6.9525 0.0 -0.1 0.0
H -5.2586 1.1194 -4.8697 0.0 0.0 0.0
```
Positions in Å, forces in eV/Å.

Results
Net charge = +3
Multiplicity = 2
Calculated total energy = -45775.87166 eV
Largest force on an atom = 1.31 eV/A
Expectation value of S² = 0.772
Gap between HOMO and LUMO (spin up / spin down) = 4.43 / 4.19 eV
LUMO energy (spin up / spin down) = -12.3 / -12.6 eV

---

(3)
This record from the OMol25 dataset describes a molecular structure, C54H45N3O2P2S3Sr. The level of theory is ωB97M-V with the def2-TZVPD basis set.

Geometry as XYZ:
```
110
Properties=species:S:1:pos:R:3:forces:R:3
Sr 0.4824 -0.1770 -0.4234 0.3 0.0 -0.4
C 2.2892 -2.5762 -4.0792 0.0 0.0 0.0
C 1.2212 -1.7369 -3.4106 0.0 0.0 -0.1
N 1.5564 -0.6910 -2.7248 -0.1 0.1 0.1
N 2.8838 -0.3079 -2.9228 0.0 0.0 -0.1
C 3.4419 0.5263 -2.1208 -0.1 0.1 0.0
S 3.0184 1.2001 -0.5756 -0.1 -0.1 0.0
S 4.9989 1.1695 -2.7013 0.0 0.0 0.0
C 4.7901 1.0461 -4.5045 0.0 0.0 0.0
C 3.6985 1.9481 -5.0164 0.0 0.0 0.0
C 3.8542 3.3315 -4.9742 0.0 0.0 0.0
C 2.8448 4.1742 -5.4115 0.0 0.0 0.0
C 1.6561 3.6438 -5.8978 0.0 0.0 0.0
C 1.4912 2.2676 -5.9452 0.0 0.0 0.0
C 2.5066 1.4277 -5.5074 0.0 0.0 0.0
C -0.1885 -2.1501 -3.6260 0.0 0.0 0.0
C -0.4486 -2.9032 -4.7844 0.0 0.0 0.0
C -1.7107 -3.3197 -5.1530 0.0 0.0 0.0
C -2.7879 -2.9959 -4.3284 0.0 0.0 0.0
C -2.5804 -2.2597 -3.1870 0.0 0.0 0.0
C -1.2975 -1.7966 -2.7987 0.0 0.0 0.0
O -1.1988 -1.0934 -1.7170 0.2 -0.1 0.3
H 3.2047 -2.5337 -3.4970 0.0 0.0 0.0
H 2.5273 -2.2035 -5.0783 0.0 0.0 0.0
H 1.9576 -3.6077 -4.1719 0.0 0.0 0.0
H 4.6124 0.0092 -4.7790 0.0 0.0 0.0
H 5.7604 1.3538 -4.8991 0.0 0.0 0.0
H 4.7718 3.7495 -4.5762 0.0 0.0 0.0
H 2.9845 5.2472 -5.3721 0.0 0.0 0.0
H 0.8668 4.3014 -6.2406 0.0 0.0 0.0
H 0.5693 1.8399 -6.3202 0.0 0.0 0.0
H 2.3670 0.3553 -5.5271 0.0 0.0 0.0
H 0.3738 -3.1517 -5.4413 0.0 0.0 0.0
H -1.8552 -3.8848 -6.0638 0.0 0.0 0.0
H -3.7894 -3.3212 -4.5861 0.0 0.0 0.0
H -3.4034 -1.9974 -2.5307 0.0 0.0 0.0
O -1.4553 -3.3929 1.3550 0.0 0.0 0.0
S -1.4257 -1.9058 1.3711 -0.1 0.0 0.1
C -3.1030 -1.3675 0.9682 0.0 0.0 0.0
C -4.0557 -2.3582 0.8112 0.0 0.0 0.0
C -5.3691 -1.9964 0.5464 0.0 0.0 0.0
C -5.7167 -0.6562 0.4498 0.0 0.0 0.0
C -4.7440 0.3248 0.5821 0.0 0.0 0.0
C -3.4166 -0.0191 0.8184 0.0 0.1 0.0
P -2.0726 1.2159 0.8846 0.0 -0.1 0.1
C -2.7474 2.5249 1.9473 0.0 0.0 0.0
C -2.6259 2.3457 3.3257 0.0 0.0 0.0
C -3.1240 3.2997 4.1985 0.0 0.0 0.0
C -3.7312 4.4455 3.7006 0.0 0.0 0.0
C -3.8409 4.6352 2.3304 0.0 0.0 0.0
C -3.3516 3.6771 1.4532 0.0 0.0 0.0
C -1.9876 1.8978 -0.8045 0.1 0.0 0.0
C -0.8582 2.6827 -1.0698 0.0 0.0 0.0
C -0.5422 3.0586 -2.3661 0.0 0.0 0.0
C -1.3587 2.6548 -3.4140 0.0 0.0 0.0
C -2.4838 1.8845 -3.1606 0.0 0.0 0.0
C -2.7941 1.4968 -1.8650 0.0 0.0 0.0
C -1.4195 -1.4155 3.1146 0.0 0.0 0.0
C -2.5327 -1.7090 3.8942 0.0 0.0 0.0
C -2.5339 -1.3967 5.2416 0.0 0.0 0.0
C -1.4185 -0.7918 5.8083 0.0 0.0 0.0
C -0.3065 -0.5160 5.0307 0.0 0.0 0.0
C -0.2788 -0.8308 3.6702 0.0 0.0 0.0
P 1.1952 -0.4368 2.6355 -0.2 0.1 0.0
C 2.3739 -1.7603 3.0341 0.0 0.0 0.0
C 3.5861 -1.7242 2.3400 0.0 0.0 0.0
C 4.5212 -2.7281 2.5244 0.0 0.0 0.0
C 4.2461 -3.7882 3.3811 0.0 0.0 0.0
C 3.0360 -3.8380 4.0560 0.0 0.0 0.0
C 2.1002 -2.8240 3.8868 0.0 0.0 0.0
C 1.8484 1.0325 3.4928 0.0 0.0 0.0
C 2.9001 0.9969 4.4034 0.0 0.0 0.0
C 3.3274 2.1650 5.0197 0.0 0.0 0.0
C 2.7034 3.3717 4.7372 0.0 0.0 0.0
C 1.6551 3.4147 3.8280 0.0 0.0 0.0
C 1.2380 2.2515 3.2015 0.0 0.0 0.0
H -3.7536 -3.3940 0.8987 0.0 0.0 0.0
H -6.1220 -2.7637 0.4216 0.0 0.0 0.0
H -6.7433 -0.3734 0.2568 0.0 0.0 0.0
H -5.0136 1.3707 0.4901 0.0 0.0 0.0
H -2.1362 1.4576 3.7139 0.0 0.0 0.0
H -3.0282 3.1549 5.2669 0.0 0.0 0.0
H -4.1123 5.1950 4.3821 0.0 0.0 0.0
H -4.3071 5.5318 1.9429 0.0 0.0 0.0
H -3.4281 3.8285 0.3828 0.0 0.0 0.0
H -0.1960 2.9764 -0.2581 0.0 0.0 0.0
H 0.3558 3.6308 -2.5592 0.0 0.0 0.0
H -1.0975 2.9182 -4.4306 0.0 0.0 0.0
H -3.1029 1.5432 -3.9800 0.0 0.0 0.0
H -3.6328 0.8363 -1.6943 0.0 0.0 0.0
H -3.3986 -2.1744 3.4413 0.0 0.0 0.0
H -3.4038 -1.6175 5.8460 0.0 0.0 0.0
H -1.4144 -0.5360 6.8601 0.0 0.0 0.0
H 0.5557 -0.0402 5.4812 0.0 0.0 0.0
H 3.7831 -0.9188 1.6380 0.0 0.0 0.0
H 5.4588 -2.6921 1.9851 0.0 0.0 0.0
H 4.9745 -4.5773 3.5173 0.0 0.0 0.0
H 2.8172 -4.6646 4.7200 0.0 0.0 0.0
H 1.1566 -2.8706 4.4163 0.0 0.0 0.0
H 3.3917 0.0572 4.6241 0.0 0.0 0.0
H 4.1514 2.1319 5.7208 0.0 0.0 0.0
H 3.0408 4.2810 5.2175 0.0 0.0 0.0
H 1.1721 4.3551 3.5962 0.0 0.0 0.0
H 0.4267 2.2877 2.4812 0.0 0.0 0.0
C 1.0051 -5.1032 0.2637 0.0 0.0 0.0
C 1.3399 -3.7058 0.0488 0.0 0.0 0.0
N 1.6025 -2.6025 -0.1212 -0.2 0.0 0.1
H 1.1498 -5.6623 -0.6588 0.0 0.0 0.0
H -0.0380 -5.1505 0.5725 0.0 0.0 0.0
H 1.6400 -5.5138 1.0471 0.0 0.0 0.0
```
Positions in Å, forces in eV/Å.

Results
Net charge = 0
Calculated total energy = -117215.66698 eV
Largest force on an atom = 0.55 eV/A
Gap between HOMO and LUMO = 6.75 eV
LUMO energy = 0.1 eV

---

(4)
This record from the OMol25 dataset describes C2H3NO2S in the gas phase at a distorted geometry. The level of theory is ωB97M-V with the def2-TZVPD basis set.

Geometry as XYZ:
```
9
Properties=species:S:1:pos:R:3:forces:R:3
N 0.6989 1.1950 0.0039 -1.5 0.2 0.0
C 0.8298 -0.1375 0.0042 0.2 0.0 -0.1
S 2.2486 -0.9469 -0.0004 -0.2 0.1 0.0
C -0.5050 -0.8760 -0.0019 -0.1 -1.1 0.1
O -0.6285 -2.0743 0.0003 0.0 1.1 0.0
O -1.5514 -0.0165 -0.0025 -0.3 -0.3 0.0
H 1.5049 1.7696 -0.0100 0.7 0.3 0.0
H -0.2297 1.6369 -0.0119 0.9 -0.5 0.0
H -2.3675 -0.5504 0.0181 0.3 0.1 0.0
```
Positions in Å, forces in eV/Å.

Results
Net charge = 0
Calculated total energy = -18543.19276 eV
Largest force on an atom = 1.52 eV/A
SMILES = NC(=S)C(=O)O
Gap between HOMO and LUMO = 8.44 eV
LUMO energy = -0.4 eV

---

Question: Which value of calculated total energy does entry 1 give?
Answer: -34577.37806 eV

---

Question: Look up the calculated total energy of the fourth one.
Answer: -18543.19276 eV